[1]
Here is the molecule C23H27ClN2O5 from the OMol25 dataset. Energies are from ωB97M-V with the def2-TZVPD basis set.

XYZ file:
```
58
Properties=species:S:1:pos:R:3:forces:R:3
C -6.5895 -1.0302 2.2576 0.29 -0.05 -0.04
H -7.3297 -1.2157 1.4844 -0.09 -0.03 -0.06
H -6.6863 -1.7893 3.0297 -0.07 -0.05 0.14
H -6.7936 -0.0612 2.7048 -0.07 0.09 0.07
C -5.1889 -1.0847 1.6518 -0.27 0.03 0.04
N -5.0743 -0.2030 0.4998 -0.08 0.00 0.04
C -4.1898 -0.7037 -0.5314 0.34 -0.03 0.02
H -4.3163 -0.0738 -1.4152 0.02 -0.08 -0.08
C -2.6979 -0.7603 -0.1653 -0.31 0.05 -0.22
H -2.3615 0.2332 0.1326 0.04 0.02 0.04
C -1.8579 -1.2416 -1.3485 -0.25 -0.10 0.27
N -0.4424 -1.1786 -1.0728 0.23 0.01 -0.12
C 0.2146 -2.1291 -0.3709 -0.39 -0.39 -0.02
O -0.2685 -3.1545 0.0540 0.08 -0.06 0.12
C 1.6720 -1.6790 -0.2659 0.72 0.02 0.19
O 2.5515 -2.2911 0.2982 -0.48 -0.10 -0.05
C 1.7400 -0.3985 -0.9554 0.10 0.61 -0.25
C 2.7958 0.4441 -1.0671 -0.32 -0.43 0.03
C 4.1599 0.1325 -0.6290 0.32 0.11 -0.01
C 4.7635 -1.0884 -0.9097 -0.06 0.27 0.00
C 6.0546 -1.3484 -0.4944 0.22 -0.04 0.08
C 6.7837 -0.3988 0.2180 -0.11 0.16 0.01
C 6.1748 0.8388 0.4798 0.16 -0.12 -0.02
C 4.8904 1.1048 0.0591 0.02 -0.25 0.00
H 4.4466 2.0568 0.3135 -0.01 0.10 0.05
Cl 7.0642 2.0352 1.3474 0.02 0.14 0.08
O 8.0408 -0.5609 0.6782 -0.32 0.29 -0.02
C 8.6795 -1.8028 0.4875 0.14 -0.28 -0.06
H 8.1180 -2.6159 0.9560 0.01 0.03 -0.02
H 9.6506 -1.7077 0.9701 -0.07 -0.05 -0.05
H 8.8228 -2.0195 -0.5754 -0.02 0.01 0.05
H 6.4916 -2.3058 -0.7254 0.08 -0.09 -0.01
H 4.2257 -1.8370 -1.4660 -0.06 -0.07 -0.02
O 2.5814 1.6633 -1.6062 0.02 -0.05 0.07
H 3.4078 2.1656 -1.6380 -0.05 -0.16 -0.06
C 0.3559 -0.0209 -1.4253 0.02 0.44 -0.27
C -0.1451 1.2295 -0.7682 0.36 -0.12 0.83
C -0.0221 1.6857 0.5122 0.03 -0.32 -0.67
C -0.7451 2.9021 0.5659 -0.27 0.14 -0.41
C -1.2510 3.0908 -0.6822 -0.07 0.46 0.76
O -0.8939 2.0831 -1.4958 -0.02 -0.27 -0.47
H -1.8542 3.8712 -1.1016 -0.07 0.06 -0.16
H -0.8687 3.5405 1.4163 -0.07 0.20 0.13
H 0.5123 1.2117 1.3101 0.15 -0.15 0.15
H 0.3258 0.1403 -2.5131 0.00 -0.04 0.11
H -2.0603 -0.6308 -2.2327 0.02 -0.05 -0.01
H -2.1030 -2.2848 -1.5678 0.01 0.09 -0.08
H -2.5419 -1.4380 0.6752 0.06 0.01 0.06
H -4.5326 -1.7081 -0.7961 -0.01 0.03 -0.08
C -4.8436 1.1777 0.8920 -0.07 0.09 -0.09
C -4.9609 2.1558 -0.2710 0.05 -0.17 0.26
H -5.8665 1.9511 -0.8358 -0.11 0.01 -0.10
H -5.0102 3.1716 0.1141 0.02 0.12 -0.02
H -4.1052 2.0897 -0.9378 0.08 0.03 -0.12
H -3.8649 1.3117 1.3879 -0.08 -0.01 0.03
H -5.6138 1.4258 1.6255 0.10 0.03 0.04
H -4.4427 -0.8442 2.4270 0.03 -0.10 -0.06
H -5.0012 -2.1064 1.3157 0.08 0.01 0.03
```
Positions in Å, forces in eV/Å.

Summary:
Charge: 0
Structure (SMILES): CCN(CC)CCCN1C(=O)C(=O)/C(=C(/O)c2ccc(OC)c(Cl)c2)[C@@H]1c1ccco1

[2]
Here is the molecule C23H27ClN4O from the OMol25 dataset. Energies are from ωB97M-V with the def2-TZVPD basis set.

XYZ file:
```
56
Properties=species:S:1:pos:R:3:forces:R:3
C 0.3295 3.4932 -3.7484 0.05 0.01 -0.01
C -0.5765 2.8287 -3.0447 -0.03 0.01 0.00
C -1.4929 3.4989 -2.0616 -0.02 0.01 0.00
C -0.7617 1.3435 -3.2244 -0.01 -0.02 0.00
N -0.5200 0.6068 -1.9918 -0.03 0.03 0.02
C 0.4422 -0.3318 -1.9114 -0.03 -0.09 -0.06
O 1.0879 -0.7363 -2.8660 -0.03 0.00 0.01
C 0.7177 -0.9654 -0.5333 -0.05 -0.01 0.05
C 1.7214 -0.1784 0.2859 -0.02 0.00 -0.01
C 2.8631 -0.7782 0.7269 -0.01 -0.05 -0.03
C 3.8038 -0.0969 1.5453 0.06 -0.01 0.02
C 3.5779 1.1828 1.9093 0.06 0.03 0.04
N 2.4414 1.8052 1.4725 -0.05 0.00 0.00
C 1.9773 3.0786 1.7153 -0.01 -0.04 -0.01
C 0.7937 3.1607 1.0384 -0.02 0.10 -0.01
N 0.5056 2.0032 0.3881 -0.04 -0.05 -0.02
C 1.5046 1.1809 0.6596 0.07 0.07 0.03
N -0.4731 -1.4327 0.2131 0.01 0.00 0.07
C -0.2481 -2.7473 0.8309 0.00 0.09 -0.08
C -0.2352 -3.9049 -0.1671 0.01 -0.03 0.00
C -1.4922 -3.9138 -1.0271 -0.02 0.02 0.01
C -0.0827 -5.2146 0.6010 0.01 0.01 0.02
C -1.0945 -0.4989 1.1098 0.05 -0.06 -0.10
C -0.5816 -0.2426 2.3798 0.02 0.01 -0.03
C -1.1615 0.7118 3.1970 -0.01 0.01 0.03
C -2.2734 1.4038 2.7440 0.01 -0.01 0.01
Cl -2.9865 2.6273 3.7539 0.00 0.01 0.01
C -2.8334 1.1261 1.5109 -0.02 -0.01 -0.03
C -2.2446 0.1634 0.7037 -0.03 -0.03 0.00
H 0.9832 2.9845 -4.4461 -0.01 0.00 0.00
H 0.4477 4.5653 -3.6454 0.00 0.00 0.00
H -1.3131 3.1312 -1.0479 -0.02 -0.01 0.00
H -1.3481 4.5787 -2.0599 0.01 0.00 0.00
H -2.5392 3.2927 -2.3058 0.01 0.00 0.00
H -1.7856 1.1493 -3.5642 0.01 -0.01 0.00
H -0.0775 0.9521 -3.9729 0.00 0.01 -0.02
H -0.7700 1.0568 -1.1227 0.02 0.03 0.07
H 1.2353 -1.8704 -0.8366 0.05 -0.04 0.03
H 3.0654 -1.8032 0.4424 -0.01 0.00 -0.01
H 4.7022 -0.5940 1.8794 0.00 0.00 0.00
H 4.2387 1.7697 2.5298 0.00 -0.01 0.00
H 2.5223 3.7776 2.3235 0.00 0.01 0.00
H 0.1294 4.0090 0.9864 0.02 0.00 0.01
H 0.6799 -2.7673 1.4255 0.00 -0.01 0.00
H -1.0730 -2.9175 1.5267 -0.01 0.03 0.02
H 0.6336 -3.8068 -0.8260 0.00 0.03 -0.03
H -2.3824 -3.9925 -0.3961 0.00 -0.01 0.00
H -1.5784 -2.9992 -1.6122 0.00 0.00 0.00
H -1.4870 -4.7646 -1.7102 0.00 0.00 0.00
H -0.9461 -5.3801 1.2509 0.00 0.00 0.00
H -0.0127 -6.0619 -0.0817 0.00 0.00 0.00
H 0.8128 -5.2116 1.2265 0.00 0.00 0.00
H 0.3008 -0.7693 2.7220 0.00 -0.02 0.00
H -0.7530 0.9295 4.1745 0.00 0.00 0.00
H -3.7207 1.6541 1.1892 0.00 0.00 0.00
H -2.6729 -0.0855 -0.2588 0.02 0.03 -0.01
```
Positions in Å, forces in eV/Å.

Summary:
Charge: 0
Structure (SMILES): C=C(C)CNC(=O)[C@@H](c1cccn2ccnc12)N(CC(C)C)c1ccc(Cl)cc1

[3]
Here is a structure of composition C23H27CsI2N4O5S3 from the OMol25 dataset. Energies are from ωB97M-V with the def2-TZVPD basis set.

XYZ file:
```
65
Properties=species:S:1:pos:R:3:forces:R:3
Cs 0.1653 0.3377 -1.6798 0.05 0.06 -0.01
C 0.6130 1.7092 2.4297 -0.03 -0.02 -0.01
N 1.6986 1.1456 1.6481 0.00 0.00 0.03
C 2.5144 2.0880 0.8826 0.02 -0.01 0.00
C 2.0506 -0.1464 1.8630 0.02 0.05 0.01
O 1.5688 -0.8225 2.7630 0.01 -0.01 -0.03
C 3.0101 -0.7767 0.8574 -0.03 -0.06 -0.02
O 2.2123 -1.7195 0.1559 -0.03 0.10 -0.03
C 2.8747 -2.2551 -0.9681 0.05 -0.05 -0.02
C 1.8338 -2.9541 -1.8311 0.04 0.03 0.08
O 0.6376 -2.8309 -1.5762 -0.03 -0.02 -0.05
N 2.2878 -3.7303 -2.8398 -0.01 -0.03 -0.04
C 1.3282 -4.1782 -3.8304 -0.03 0.02 0.01
C 3.6482 -3.6527 -3.3515 0.04 0.07 -0.02
H 0.9773 2.1899 3.3447 0.01 0.01 -0.01
H -0.0765 0.9160 2.7058 0.01 0.00 0.01
H 0.0909 2.4492 1.8202 -0.01 0.00 0.01
H 2.3109 3.0880 1.2608 -0.01 0.01 0.00
H 2.2987 2.0709 -0.1861 -0.01 0.02 0.01
H 3.5778 1.8877 1.0082 -0.01 0.00 0.00
H 3.8153 -1.2808 1.4074 0.00 -0.01 0.00
H 3.4346 -0.0659 0.1434 0.04 -0.01 0.03
H 3.6455 -2.9684 -0.6467 -0.01 0.00 0.00
H 3.3590 -1.4650 -1.5583 -0.01 -0.01 0.01
H 0.3487 -4.2880 -3.3749 0.00 0.00 0.01
H 1.6564 -5.1364 -4.2391 0.01 0.00 0.01
H 1.2707 -3.4399 -4.6374 0.00 -0.01 0.00
H 4.3357 -3.2345 -2.6243 -0.01 -0.04 0.03
H 3.6874 -2.9868 -4.2178 -0.01 -0.02 0.00
H 3.9837 -4.6572 -3.6257 0.00 -0.01 0.01
I -4.1569 7.1566 2.4344 0.00 0.00 0.00
C -3.3254 5.6147 1.2826 -0.01 -0.01 0.01
C -2.0496 5.7526 0.7604 0.03 0.02 -0.01
C -1.5137 4.7235 0.0090 -0.01 -0.03 -0.01
I 0.3899 4.9178 -0.8284 0.00 0.00 0.01
C -2.2014 3.5014 -0.2661 0.02 -0.03 0.00
O -1.6985 2.5495 -0.9355 -0.03 0.06 -0.02
C -3.5300 3.4314 0.2822 0.01 0.00 0.00
C -4.3457 2.2010 -0.0326 -0.06 0.03 -0.03
N -3.7257 0.9199 0.2839 0.06 -0.04 0.13
C -3.3246 0.8102 1.6784 -0.02 -0.06 -0.09
C -2.5877 -0.4858 1.9007 0.00 0.03 0.02
C -2.9082 -1.3298 2.9548 -0.02 0.01 0.03
C -2.1831 -2.5001 3.1272 0.02 -0.01 -0.02
C -1.1681 -2.7922 2.2370 -0.03 0.01 0.02
C -0.9167 -1.8955 1.2059 0.00 -0.01 0.00
N -1.6052 -0.7685 1.0398 -0.01 0.01 0.00
C -4.0570 4.4556 1.0398 0.01 0.02 0.01
H -1.4746 6.6528 0.9317 0.00 0.00 0.00
H -4.5579 2.1809 -1.1060 0.00 0.01 0.00
H -5.3093 2.2699 0.4863 0.00 -0.02 0.00
H -2.8669 0.8845 -0.2598 -0.05 -0.04 -0.06
H -4.2134 0.8386 2.3168 0.00 0.01 0.00
H -2.6744 1.6426 1.9939 0.02 0.00 0.01
H -3.7170 -1.0672 3.6257 0.00 0.00 0.00
H -2.4099 -3.1718 3.9471 -0.01 0.01 0.01
H -0.5619 -3.6821 2.3346 0.01 0.00 -0.01
H -0.1249 -2.0949 0.4920 0.00 0.00 0.00
H -5.0596 4.3529 1.4423 0.00 0.00 0.00
S 5.2133 -0.5680 -4.0103 -0.03 -0.02 -0.02
C 3.6675 -0.0020 -3.5762 -0.04 0.05 0.04
S 3.5038 1.1576 -2.2922 0.00 -0.03 -0.03
S 2.2349 -0.5930 -4.3515 0.08 -0.01 -0.01
O -0.5987 -5.4372 -0.2707 0.00 0.00 0.01
C -1.3032 -4.9190 -0.9801 0.00 0.00 0.00
```
Positions in Å, forces in eV/Å.

Summary:
Charge: -2

[4]
Here is the molecule C23H27FN2O3 in a non-equilibrium geometry from the OMol25 dataset. Energies are from ωB97M-V with the def2-TZVPD basis set.

XYZ file:
```
56
Properties=species:S:1:pos:R:3:forces:R:3
C -6.6831 -0.4403 0.0161 0.74 1.82 -1.97
H -6.3801 -1.0066 0.8491 0.27 -0.04 1.75
O -6.0685 0.9610 -0.0279 -6.84 -4.27 -0.03
C -4.8300 1.0065 0.1349 4.09 -0.67 -0.76
C -3.9343 -0.1694 0.1113 -0.90 6.51 1.03
C -2.6721 0.2192 0.4764 3.92 -1.48 -0.73
C -2.2554 1.4873 0.6555 0.67 6.55 -3.16
C -3.1215 2.6613 0.2655 -0.93 0.36 2.85
C -4.4927 2.3856 0.1336 8.03 -4.52 0.44
H -5.1307 3.1046 0.1430 -4.42 4.05 -0.31
H -2.8290 3.8666 0.4577 -0.31 -3.69 -0.82
C -0.8053 2.0111 0.5106 -0.71 -9.98 -3.84
H -0.5084 2.5457 1.2077 1.97 6.69 5.88
H -0.1574 1.1130 1.0108 -1.02 0.82 -1.53
C -0.1311 2.3111 -0.8791 -1.65 5.17 5.50
N 1.2510 2.3704 -0.6096 -0.64 1.78 -0.42
C 1.9873 3.4100 -0.4067 -2.31 10.89 0.28
O 1.3241 4.5680 -0.2240 2.88 -4.30 -0.52
C 3.5642 3.5369 -0.4798 -3.57 -5.38 1.68
C 3.8904 2.3537 0.6416 3.25 -2.78 -8.97
C 2.9264 1.0967 0.4016 2.53 3.20 4.08
C 1.9721 1.2793 -0.6095 3.15 -4.02 -4.63
H 1.3952 0.4528 -0.7571 -1.77 -2.57 -0.01
H 2.6700 1.2053 -1.4801 -0.61 0.26 -0.76
C 3.7280 -0.0550 0.2163 5.86 -9.51 2.86
O 4.9526 -0.3176 0.0543 -4.58 2.30 -0.63
N 2.9999 -1.4560 0.8910 -4.55 14.17 -0.15
H 2.0596 -0.9662 1.1059 1.52 -2.56 -0.14
C 3.3602 -2.6760 0.9105 5.54 -3.55 -6.11
H 3.1785 -3.2096 1.7791 -0.43 -1.41 1.51
H 4.5400 -2.4999 0.6815 -2.01 -1.28 0.94
C 2.8332 -3.3724 -0.5670 0.95 -2.80 4.64
C 1.3934 -3.2845 -0.4129 -1.94 -2.83 1.99
C 0.6381 -2.5862 -1.2860 0.25 1.52 -0.16
C -0.7558 -2.4760 -1.2372 1.62 7.04 -5.61
C -1.3577 -3.0413 -0.3328 -3.29 -8.69 5.72
C -0.7046 -4.1085 0.2993 0.54 -1.86 8.64
C 0.6488 -4.1277 0.6990 -5.01 8.33 -10.51
H 1.1647 -4.7861 1.0948 4.32 -6.24 4.53
H -1.4071 -4.6264 1.2301 1.60 0.90 -3.19
F -2.6682 -3.2858 -0.1808 -1.60 1.79 -0.43
H -1.4142 -1.6717 -1.6470 1.20 -0.47 -1.00
H 1.1045 -1.8670 -1.9206 0.65 -0.04 -0.81
H 3.1754 -4.5182 -0.4174 -0.52 2.56 -1.25
H 3.1363 -2.7844 -1.4049 0.97 -0.03 -0.43
H 2.4726 1.0495 1.3557 -0.86 -0.77 1.28
H 4.9990 1.8636 0.2683 -2.81 1.55 0.98
H 4.1184 2.5422 1.5814 0.09 1.62 4.41
H 3.8235 3.3136 -1.5381 0.51 0.17 1.05
H 3.7577 4.4494 -0.0596 0.69 2.36 0.33
H -0.4013 1.6593 -1.5672 -0.90 -3.08 -3.35
H -0.4694 3.3602 -1.0721 0.39 -0.92 -0.54
H -1.7219 -0.4458 0.4101 -2.07 0.34 0.58
H -4.1953 -1.1094 0.3172 -1.47 -3.56 0.01
H -6.2021 -1.0574 -0.8040 -1.19 1.03 0.21
H -7.7675 -0.2384 0.0113 0.71 -0.47 -0.40
```
Positions in Å, forces in eV/Å.

Summary:
Charge: 0
Structure (SMILES): COc1ccc(CCN2C[C@@H](C(=O)NCCc3ccc(F)cc3)CCC2=O)cc1

no.,calculated total energy (a.u.)
1,-1838.50521
2,-1647.10127
3,-3298.08444
4,-1327.15428